--- i ---
The following is a DFT calculation (ωB97M-V/def2-TZVPD) of C6H15NO in the gas phase.

Last column: Löwdin charge in e.
Cartesian coordinates (Å):
C: -1.849 1.949 -0.512  -0.0894
C: -0.723 1.113 0.190  -0.3866
C: 0.610 1.812 0.480  -0.0994
C: -0.405 -0.233 -0.757  -0.0818
C: 0.519 -1.175 0.175  -0.3532
N: -0.182 -1.405 1.445  0.0342
C: 1.156 -2.439 -0.548  -0.2646
O: 2.391 -2.116 -1.071  -0.0626
H: -2.748 1.869 0.107  0.0624
H: -1.975 1.603 -1.563  0.0725
H: -1.746 3.067 -0.530  0.0774
H: -1.245 0.862 1.123  0.0983
H: 1.158 1.394 1.345  0.0742
H: 1.247 1.778 -0.394  0.0746
H: 0.573 2.848 0.827  0.0718
H: -1.390 -0.649 -0.903  0.0915
H: 0.150 0.131 -1.639  0.1146
H: 1.405 -0.526 0.371  0.1053
H: -0.227 -0.600 2.044  0.0549
H: -1.103 -1.753 1.226  0.0742
H: 1.151 -3.212 0.277  0.1203
H: 0.500 -2.837 -1.307  0.1068
H: 2.731 -1.483 -0.385  0.1044

The gap between HOMO and LUMO comes out at 10.1 eV. As for the structure (SMILES): CC(C)C[C@@H](N)CO. The HOMO energy comes out at -9.158 eV.

=====

--- ii ---
The following is a DFT calculation (ωB97M-V/def2-TZVPD) of 2 unconnected molecules or ions with the total composition C6H15NO.

Last column: Löwdin charge in e.
Cartesian coordinates (Å):
C: -2.788 0.361 -1.600  -0.1186
C: -1.453 -0.038 -0.983  -0.2550
C: -0.693 1.210 -0.435  -0.1975
C: 0.698 0.849 0.055  -0.3211
C: 0.946 0.392 1.441  -0.0703
C: 1.662 0.875 -0.883  -0.1912
N: 3.017 0.571 -0.742  0.0471
H: -3.400 1.042 -1.012  0.0703
H: -2.640 0.770 -2.596  0.0696
H: -3.385 -0.554 -1.691  0.0677
H: -0.778 -0.515 -1.691  0.1023
H: -1.552 -0.725 -0.140  0.1007
H: -0.676 1.927 -1.260  0.1045
H: -1.294 1.674 0.349  0.1084
H: 1.583 -0.501 1.415  0.0706
H: 0.105 0.244 2.111  0.0741
H: 1.598 1.148 1.904  0.0867
H: 1.356 1.374 -1.794  0.1130
H: 3.302 0.175 0.140  0.0633
H: 3.412 0.011 -1.485  0.0792
O: 0.138 -3.755 3.032  -0.0668
H: 1.050 -3.554 3.297  0.0389
H: -0.208 -2.982 2.567  0.0240

The gap between HOMO and LUMO comes out at 8.5 eV. As for the structure (SMILES): CCC/C(C)=C/N.O. The HOMO energy comes out at -7.868 eV.

=====

The least stable of them is i.

=====

--- i ---
The following is a DFT calculation (ωB97M-V/def2-TZVPD) of 2 unconnected molecules or ions with the total composition C6H15NO.

Last column: Löwdin charge in e.
Cartesian coordinates (Å):
C: -1.476 0.168 0.205  -0.3887
C: 1.688 0.195 0.037  -0.3540
C: -1.658 0.760 -1.155  -0.0537
C: -1.869 0.958 1.410  -0.0560
C: -0.501 -1.890 -0.548  -0.0955
C: 3.081 -0.389 0.182  -0.0957
N: -1.207 -1.130 0.328  -0.0497
O: 1.727 1.245 -0.915  -0.0827
H: 0.868 1.672 -0.939  0.0527
H: -1.173 -1.460 1.286  0.1535
H: 1.339 0.570 1.007  0.1025
H: -2.578 0.397 -1.628  0.0911
H: -0.826 0.518 -1.819  0.0690
H: -1.727 1.844 -1.088  0.0810
H: -1.754 0.372 2.323  0.0749
H: -2.908 1.295 1.354  0.0780
H: -1.249 1.854 1.504  0.0791
H: -0.700 -1.762 -1.597  0.0473
H: -0.348 -2.915 -0.262  0.0426
H: 0.975 -0.713 -0.339  0.0908
H: 3.070 -1.218 0.887  0.0703
H: 3.776 0.368 0.549  0.0701
H: 3.447 -0.739 -0.782  0.0733

The gap between HOMO and LUMO comes out at 7.3 eV. The HOMO energy comes out at -6.539 eV.

=====

--- ii ---
The following is a DFT calculation (ωB97M-V/def2-TZVPD) of 2 unconnected molecules or ions with the total composition C6H15NO.

Last column: Löwdin charge in e.
Cartesian coordinates (Å):
C: -1.158 -1.959 0.371  -0.0412
C: -2.286 -1.125 0.154  -0.6257
N: -3.216 -1.097 -0.960  0.1042
O: -2.550 -0.433 1.109  0.0331
H: -1.324 -2.957 -0.088  0.0929
H: -0.956 -2.129 1.493  0.1334
H: -0.237 -1.616 -0.135  0.0686
H: -3.993 -0.423 -0.919  0.0944
H: -2.720 -1.129 -1.931  0.1283
C: 2.635 1.235 -0.499  -0.1040
C: 1.371 0.572 0.014  -0.4659
C: 1.139 0.840 1.566  -0.0417
C: 0.176 0.860 -0.860  -0.1041
H: 2.556 2.332 -0.298  0.0910
H: 2.857 1.098 -1.546  0.0704
H: 3.462 0.940 0.141  0.0721
H: 1.581 -0.531 -0.044  0.1155
H: 1.280 -0.108 2.103  0.0732
H: 1.941 1.539 1.871  0.0726
H: 0.189 1.213 1.774  0.0442
H: 0.126 0.416 -1.791  0.0491
H: -0.829 0.558 -0.487  0.0550
H: -0.043 1.905 -1.040  0.0847

The gap between HOMO and LUMO comes out at 10.4 eV. As for the structure (SMILES): CC(N)=O.CC(C)C. The HOMO energy comes out at -9.616 eV.

=====

--- iii ---
The following is a DFT calculation (ωB97M-V/def2-TZVPD) of 2 unconnected molecules or ions with the total composition C6H15NO.

Last column: Löwdin charge in e.
Cartesian coordinates (Å):
C: -1.209 -0.395 -2.924  -0.1206
C: -0.869 -0.470 -1.440  -0.2658
C: 0.133 0.597 -1.013  -0.2073
C: -0.035 0.773 0.497  -0.3188
C: -1.210 1.379 1.181  -0.0596
C: 1.076 0.497 1.245  -0.1737
N: 1.172 0.626 2.636  0.0437
H: -2.062 0.208 -3.165  0.0482
H: -0.324 0.116 -3.495  0.1052
H: -1.498 -1.401 -3.313  0.0732
H: -0.460 -1.463 -1.198  0.1096
H: -1.750 -0.396 -0.829  0.0926
H: 1.130 0.585 -1.398  0.1001
H: -0.038 1.599 -1.467  0.1151
H: -0.839 1.944 2.003  0.0534
H: -2.016 0.704 1.447  0.0800
H: -1.525 2.108 0.367  0.1095
H: 2.092 0.149 1.039  0.1108
H: 0.341 0.901 3.110  0.0555
H: 1.853 0.098 3.136  0.0748
O: 2.097 -2.813 1.555  -0.0555
H: 1.742 -3.396 0.879  0.0335
H: 2.199 -1.950 1.147  -0.0038

The gap between HOMO and LUMO comes out at 8.4 eV. As for the structure (SMILES): CCC/C(C)=C/N.O. The HOMO energy comes out at -7.612 eV.

=====

--- iv ---
The following is a DFT calculation (ωB97M-V/def2-TZVPD) of C6H15NO in the gas phase.

Last column: Löwdin charge in e.
Cartesian coordinates (Å):
C: -2.346 1.489 -1.347  -0.0881
C: -2.017 0.252 -0.487  -0.2495
N: -0.506 0.152 -0.378  -0.1833
C: -0.198 -0.985 -1.281  -0.1124
C: -0.168 -0.126 1.061  -0.2045
C: 1.260 0.048 1.501  -0.1813
C: 2.387 -0.649 0.722  -0.2613
O: 3.682 -0.103 0.954  -0.0795
H: -2.276 1.224 -2.407  0.0626
H: -1.510 2.213 -1.271  0.0799
H: -3.329 1.870 -1.173  0.0532
H: -2.396 -0.641 -0.970  0.0904
H: -2.421 0.390 0.508  0.0946
H: -0.233 -0.644 -2.317  0.0868
H: -0.904 -1.818 -1.213  0.0761
H: 0.792 -1.419 -1.165  0.0593
H: -0.469 -1.173 1.255  0.1259
H: -0.835 0.545 1.628  0.1145
H: 1.371 -0.188 2.577  0.1213
H: 1.639 1.077 1.541  0.1092
H: 2.442 -1.686 1.080  0.1219
H: 2.301 -0.478 -0.349  0.1004
H: 3.733 0.649 1.532  0.0640

The gap between HOMO and LUMO comes out at 9.9 eV. As for the structure (SMILES): CCN(C)CCCO. The HOMO energy comes out at -8.880 eV.

=====

The least stable of them is i.

=====

--- i ---
The following is a DFT calculation (ωB97M-V/def2-TZVPD) of 2 unconnected molecules or ions with the total composition C6H15NO.

Last column: Löwdin charge in e.
Cartesian coordinates (Å):
C: -1.779 -0.222 -0.908  -0.1273
C: -1.189 -0.506 0.455  -0.2461
C: 0.180 -1.312 0.459  -0.2016
C: 1.000 -1.147 -0.784  -0.1169
C: 1.910 -0.173 -0.919  -0.4246
C: 2.571 0.108 -2.219  -0.0634
N: 2.352 0.665 0.107  0.0986
H: -2.657 0.418 -0.839  0.0660
H: -1.128 0.413 -1.524  0.0685
H: -1.961 -1.149 -1.448  0.0767
H: -1.047 0.391 1.051  0.0907
H: -1.849 -1.231 0.934  0.0926
H: -0.137 -2.350 0.575  0.0975
H: 0.767 -1.058 1.341  0.0913
H: 0.826 -1.806 -1.621  0.1021
H: 2.415 -0.673 -2.959  0.0767
H: 3.646 0.289 -2.146  0.0767
H: 2.164 1.049 -2.613  0.0833
H: 2.787 1.541 -0.140  0.0871
H: 1.790 0.642 0.945  0.0730
O: -3.885 1.858 4.240  -0.0640
H: -3.817 2.673 3.734  0.0282
H: -2.958 1.580 4.279  0.0350

The gap between HOMO and LUMO comes out at 8.5 eV. As for the structure (SMILES): CCC/C=C(/C)N.O. The HOMO energy comes out at -7.786 eV.

=====

--- ii ---
The following is a DFT calculation (ωB97M-V/def2-TZVPD) of C6H15NO in the gas phase.

Last column: Löwdin charge in e.
Cartesian coordinates (Å):
C: 1.108 -1.867 -1.243  -0.0819
C: 1.317 -0.639 -0.322  -0.2368
N: 0.017 -0.334 0.316  -0.1703
C: 0.153 -0.087 1.752  -0.2636
C: -0.865 0.794 2.524  -0.0993
C: -0.677 0.862 -0.278  -0.1772
C: -0.654 1.097 -1.778  -0.2349
O: -1.598 0.245 -2.445  -0.0624
H: 0.350 -2.538 -0.816  0.0793
H: 0.707 -1.640 -2.224  0.0509
H: 1.996 -2.477 -1.379  0.0624
H: 2.043 -0.926 0.438  0.1059
H: 1.752 0.190 -0.868  0.1006
H: 1.120 0.425 1.954  0.1099
H: 0.337 -1.030 2.287  0.1127
H: -1.877 0.564 2.258  0.0604
H: -0.731 1.865 2.570  0.0672
H: -0.771 0.436 3.555  0.0725
H: -1.733 0.943 0.039  0.1203
H: -0.246 1.709 0.279  0.1119
H: 0.378 0.944 -2.104  0.0957
H: -0.917 2.094 -2.120  0.1200
H: -1.211 -0.630 -2.397  0.0570

The gap between HOMO and LUMO comes out at 9.5 eV. As for the structure (SMILES): CCN(CC)CCO. The HOMO energy comes out at -8.421 eV.

=====

--- iii ---
The following is a DFT calculation (ωB97M-V/def2-TZVPD) of C6H15NO in the gas phase.

Last column: Löwdin charge in e.
Cartesian coordinates (Å):
C: 1.085 1.487 -0.099  -0.0541
C: 0.582 0.052 -0.008  -0.4764
C: 1.233 -0.768 -1.399  -0.0060
C: 1.121 -0.674 1.207  -0.0600
C: -0.886 -0.086 -0.246  -0.5938
C: -1.559 0.811 1.099  0.0100
N: -1.417 -1.395 -0.118  0.0945
O: -1.267 0.551 -1.434  -0.0063
H: 0.940 2.011 0.843  0.0789
H: 2.154 1.484 -0.308  0.0837
H: 0.585 2.037 -0.891  0.0850
H: 1.044 -1.838 -1.343  0.0530
H: 0.831 -0.342 -2.313  0.0624
H: 2.308 -0.607 -1.363  0.0595
H: 1.507 0.003 1.967  0.0787
H: 0.423 -1.315 1.741  0.0791
H: 1.952 -1.343 0.990  0.0771
H: -1.566 1.860 0.821  0.0559
H: -2.591 0.479 1.210  0.0527
H: -1.098 0.665 2.069  0.0581
H: -0.831 -2.158 -0.424  0.0754
H: -2.322 -1.526 -0.554  0.0895
H: -2.229 0.612 -1.449  0.1030

The gap between HOMO and LUMO comes out at 9.8 eV. As for the structure (SMILES): CC(C)(C)[C@](C)(N)O. The HOMO energy comes out at -9.016 eV.

=====

The least stable of them is ii.

=====

--- i ---
The following is a DFT calculation (ωB97M-V/def2-TZVPD) of a molecular structure, C6H15NO.

Last column: Löwdin charge in e.
Cartesian coordinates (Å):
C: 2.673 0.625 0.391  -0.0874
C: 1.308 0.023 0.019  -0.4333
C: 0.353 0.216 1.244  -0.2013
C: -1.015 -0.421 1.047  -0.2889
C: -2.798 1.239 0.554  -0.0252
C: -1.887 0.388 0.005  -0.0777
N: 1.468 -1.459 -0.186  0.0442
H: 3.475 0.281 -0.298  0.0771
H: 3.083 0.417 1.399  0.0829
H: 2.578 1.697 0.228  0.0711
H: 0.992 0.515 -0.951  0.1194
H: 0.311 1.318 1.378  0.1206
H: 0.744 -0.241 2.170  0.1199
H: -0.870 -1.589 0.952  0.1240
H: -1.556 -0.354 1.969  0.0716
H: -3.716 1.603 -0.068  0.0799
H: -2.917 1.838 1.486  0.0793
H: -1.232 -1.699 -1.120  0.2864
H: 0.679 -1.870 -0.631  -0.0042
H: 2.286 -1.550 -0.706  0.0330
H: -1.063 -0.310 -3.300  0.0902
H: -1.239 -0.346 -1.420  0.0296
O: -0.454 -0.240 -2.418  -0.3111

The gap between HOMO and LUMO comes out at 5.9 eV. The HOMO energy comes out at -8.639 eV.

=====

--- ii ---
The following is a DFT calculation (ωB97M-V/def2-TZVPD) of 2 unconnected molecules or ions with the total composition C6H15NO.

Last column: Löwdin charge in e.
Cartesian coordinates (Å):
C: -0.389 -1.519 -2.771  -0.0184
C: 0.494 -0.703 -2.232  -0.1643
C: 0.896 -0.963 -0.762  -0.2107
C: -0.258 -0.546 0.168  -0.1969
C: -0.524 0.958 0.092  -0.4411
C: -1.738 1.388 0.946  -0.0657
N: 0.716 1.667 0.501  0.0406
H: -0.775 -1.408 -3.778  0.0443
H: -1.032 -2.288 -2.350  0.0644
H: 0.698 0.330 -2.488  0.0996
H: 1.811 -0.432 -0.477  0.0907
H: 1.114 -2.019 -0.539  0.1092
H: -1.141 -1.180 -0.028  0.1165
H: -0.094 -0.771 1.223  0.0853
H: -0.755 1.283 -0.921  0.1217
H: -2.446 0.581 0.954  0.0616
H: -2.087 2.285 0.436  0.0702
H: -1.631 1.683 1.995  0.0731
H: 0.860 1.446 1.474  0.0506
H: 0.674 2.668 0.405  0.0673
O: 1.705 -1.183 2.748  -0.0438
H: 2.638 -0.929 2.721  0.0510
H: 1.267 -0.346 2.687  -0.0055

The gap between HOMO and LUMO comes out at 10.1 eV. As for the structure (SMILES): C=CCC[C@@H](C)N.O. The HOMO energy comes out at -9.312 eV.

=====

The least stable of them is i.